Formula: C3H11N4
Source: OMol25
Level of theory: the ωB97M-V functional and the def2-TZVPD basis

XYZ file:
```
18
Properties=species:S:1:pos:R:3
H -0.35076 -1.25706 -0.90775
H -2.66260 -1.47618 -0.10541
H 1.80151 -0.23087 -1.51442
C -1.84775 0.26487 0.13875
H 1.90457 -2.05893 0.21321
C 1.13653 -1.28665 0.36972
C 1.84394 -0.10895 -0.31092
H -1.94351 2.37590 0.23033
N -2.84355 -0.52405 -0.08061
N -0.12368 -1.57108 -0.00169
N 1.20129 1.19946 0.02973
H 0.09920 1.14522 -0.01413
H 1.26677 -1.06475 1.43810
N -1.49456 1.41743 0.03299
H 1.56021 2.05162 -0.29959
H -3.79640 -0.12088 -0.29461
H 2.87618 -0.04303 0.04375
H 1.37262 1.28793 1.03254
```

Output
**Total charge**: +1
**Energy above the lowest of the compared OMol25 structures with the same formula, charge and spin**: 484.1 kJ/mol

=====

Formula: C5H8O2
Source: OMol25
Level of theory: the ωB97M-V functional and the def2-TZVPD basis

XYZ file:
```
15
Properties=species:S:1:pos:R:3
C 0.62454 0.01832 -0.51902
H 0.43442 1.16410 1.27688
O -2.15391 0.83224 0.70522
H -1.63485 -1.07978 1.03701
H 0.72262 -0.56719 1.62358
H 1.73382 -1.04900 -1.75861
H -1.80988 1.60215 0.23188
C 1.86049 -0.11097 -1.21732
C -0.75694 -0.47399 -0.91832
H -1.16351 0.21658 -1.66490
C -1.22125 -0.19868 0.53962
O 1.14831 1.05511 -1.53051
H 2.84964 0.07660 -0.80952
H -0.90018 -1.49793 -1.27928
C 0.24458 0.15239 0.93630
```

Output
**Energy above the lowest of the compared OMol25 structures with the same formula, charge and spin**: 294.0 kJ/mol
**SMILES**: O[C@H]1C[C@]2(CO2)C1

=====

Formula: C5H10N2O3S2
Source: OMol25
Level of theory: the ωB97M-V functional and the def2-TZVPD basis

XYZ file:
```
22
Properties=species:S:1:pos:R:3
S -3.03937 0.78688 -1.26517
H -1.71412 2.21722 -2.97079
H -0.86613 4.01576 -0.48731
C 1.39441 -1.79937 0.48517
C -1.47299 0.76896 -0.86583
C 1.74277 -2.98473 2.69198
H -2.45187 3.81029 -1.14724
H -0.13127 -2.43147 1.80139
H 2.86750 -3.01025 2.39963
N 0.54986 -0.78983 -0.02429
S -1.01153 -0.27917 0.46227
H 0.90156 -0.35952 -0.90453
C -0.95262 2.62863 -2.32521
H -0.18828 3.00653 -2.93628
H 1.39987 -4.70367 2.08854
O -0.50902 1.57491 -1.55046
O 2.56156 -1.93023 0.08518
H -1.28599 4.71478 -2.14846
O 1.13809 -4.22355 2.88163
H 1.56049 -2.39554 3.62356
C -1.39883 3.87407 -1.48939
N 0.90591 -2.49071 1.59563
```

Output
**Energy above the lowest of the compared OMol25 structures with the same formula, charge and spin**: 197.2 kJ/mol
**SMILES**: CCOC(=S)SNC(=O)NCO

=====

Formula: C30H41AsMnN4O3SSi2
Source: OMol25
Level of theory: the ωB97M-V functional and the def2-TZVPD basis

XYZ file:
```
83
Properties=species:S:1:pos:R:3
H 5.29368 -1.37518 -0.76276
C 2.91558 -1.17508 4.99974
H 2.19758 -1.46298 1.69324
C -2.05972 -2.36468 0.66544
H 4.36878 -0.87078 0.63764
C -2.99112 -0.40468 -4.80306
C 1.11708 0.30882 4.35964
H -2.90672 -2.35128 4.42444
H 4.91458 0.31702 -0.52926
H -3.00762 0.24832 -5.67196
H 0.38278 1.06482 4.59614
H 0.99818 -2.53748 -1.46566
H 0.30358 3.62032 -0.02236
H 1.59598 4.78372 -0.20596
C -4.01972 2.14522 1.22464
N -0.51182 -0.59948 0.90564
C -1.72092 -1.46258 2.88524
C -3.53602 -4.22708 0.25864
H 3.53358 -2.74408 6.28734
C -1.40552 -1.44628 1.53954
Mn -0.99072 -0.35418 -0.98646
C -3.21312 -4.12118 -1.07046
C 4.52228 -0.68988 -0.42236
N -2.65462 1.61192 -3.51216
C 2.15248 -1.12188 2.71504
H 3.68068 -1.44128 -3.81136
H 3.95508 2.56892 -0.28016
H -2.41022 -1.29408 -5.03276
H -3.71672 4.28942 -1.35116
H -4.50652 1.99482 2.17314
C 0.94288 4.11232 -0.75626
N -2.53082 1.28362 -0.44026
C -2.74672 2.38832 -1.16966
C -2.39372 0.29572 -3.61856
H -2.07602 3.49532 -2.88286
H -4.86012 4.08542 0.84464
C 3.81888 2.85502 -1.32156
C 2.04088 -2.62038 -1.13116
H 4.85388 -1.78198 5.64744
C -3.17472 1.17102 0.72254
H 2.03378 -2.91338 -0.08306
H -3.95382 -4.02148 2.95334
O 1.37838 0.96082 0.77994
C 3.10038 -0.66608 -3.32316
Si 1.95628 2.82052 -1.73926
C 1.56498 2.80502 -3.62606
H 2.50628 -3.43398 -1.68206
H 2.10048 -0.66328 -3.76506
H -1.27772 -0.73838 3.55284
H 0.31598 4.73472 -1.39086
H 2.45408 2.96842 -4.22786
C -3.24292 -3.31548 2.56174
H 1.88678 0.14552 6.34114
C 1.21928 -0.16198 3.06494
H 0.85458 3.57262 -3.91316
H 4.39328 2.17372 -1.94496
H -3.01362 0.26052 1.28364
H -3.62912 -4.79638 -1.80006
Si 2.92178 -0.94188 -1.43436
C -2.64992 -2.38748 3.37694
H 3.82368 -1.12928 6.93494
H 3.75108 -2.34648 3.40964
O -1.66742 -0.30038 -2.80916
As 1.10138 0.63742 -1.06496
C 3.00288 -1.61778 3.67964
S 0.27438 0.52272 1.74654
H -4.22542 -4.97918 0.61004
H -3.30462 2.02842 -4.16206
H 3.56258 0.29202 -3.55226
C -3.57722 3.41182 -0.73906
O -0.55372 1.62092 2.12554
H -2.09082 -2.99908 -2.53956
C -2.95652 -3.33038 1.18064
C 1.96058 -0.21348 5.32504
H 1.15168 1.83002 -3.89576
C -2.04782 2.47292 -2.50796
C -4.21962 3.29752 0.48434
C -2.34192 -3.10888 -1.49206
H -0.99562 2.15942 -2.38136
H -4.01402 -0.71528 -4.59076
N -1.78792 -2.24778 -0.66116
H 4.24268 3.84812 -1.44726
C 3.83738 -1.72918 6.03014
```

Output
**2S+1**: 2
**Total charge**: +2
**Energy above the lowest of the compared OMol25 structures with the same formula, charge and spin**: 0.0 kJ/mol

=====

Formula: C5H33N3O9
Source: OMol25
Level of theory: the ωB97M-V functional and the def2-TZVPD basis

XYZ file:
```
50
Properties=species:S:1:pos:R:3
H -1.29459 -1.01356 2.26923
H 1.69005 1.32685 0.31696
O -1.13448 1.82138 -3.11309
H -1.57942 -2.09236 -1.17064
H -2.45458 -3.44772 1.15005
H 1.16022 -1.88115 -1.95680
O 3.53744 -1.05072 -0.64361
H 2.18673 1.79042 -3.20739
O -4.66537 0.65564 1.60880
H -4.36972 -0.13173 1.15699
C 0.58765 -0.93321 -1.68428
H 2.13188 -0.80402 0.95923
H 1.30744 3.04202 -3.57092
H 2.46140 -1.51790 2.48466
H -0.34070 -0.74068 -2.33058
H 1.38177 3.30316 -0.78788
H 0.36337 0.49869 2.10195
C -0.38045 -1.82277 0.45036
H -0.14225 1.57546 -3.08110
C -1.81651 -1.93228 -0.07663
O 1.39028 2.09083 -3.67283
H 1.28105 -0.15678 -2.05270
H -3.03179 -3.50837 -0.37702
N 2.06090 -0.72927 2.01200
O 1.51935 1.96544 1.03563
H 4.41306 -1.06460 -0.20802
N 0.35503 -0.84352 -0.26075
H -1.93990 2.11184 1.50236
H -3.14281 1.91488 2.26421
H -1.70307 1.16093 -1.29406
H -2.31839 -0.94206 -0.04856
O 3.45274 -3.33786 0.54455
H 0.80398 4.54304 -1.53474
C 0.69248 -0.46046 2.45713
C -0.38633 -1.47412 1.91133
H 3.71557 -1.48859 -1.50090
H -0.44476 -2.40421 2.52579
H 0.75303 -0.50142 3.53964
H -3.98887 0.84962 2.26280
H 3.21395 -2.43958 0.39853
N -2.82771 -2.90919 0.38353
H 2.22081 1.83468 1.71158
H 0.23121 -2.72666 0.13716
H -3.09200 1.23024 -0.86468
H 0.04176 0.08047 -0.01482
H -1.35351 1.89856 -4.02244
O -2.17645 1.92371 2.41697
H 2.81302 -4.01008 0.24922
O -2.18957 1.26789 -0.48985
O 1.52550 3.94900 -1.47251
```

Output
**Energy above the lowest of the compared OMol25 structures with the same formula, charge and spin**: 233.6 kJ/mol
**SMILES**: CN[C@H](CN)CCN.O.O.O.O.O.O.O.O.O

=====

Formula: C9H16N2O2
Source: OMol25
Level of theory: the ωB97M-V functional and the def2-TZVPD basis

XYZ file:
```
29
Properties=species:S:1:pos:R:3
O 0.22779 -1.52176 -0.45167
C -4.59676 -1.82249 0.23536
H -4.18893 -1.74568 1.35381
H -5.12242 0.12933 0.54869
H -0.74246 2.13299 -0.88616
H 0.21098 1.29860 -0.20777
C 3.46268 1.00974 -0.19446
H -2.72790 -0.09770 0.97944
H -1.39380 3.23296 0.61442
H -0.60338 1.30597 1.10642
O 4.62949 -1.06788 0.69656
C 2.22402 1.39971 -0.14377
H -3.04822 2.35391 -0.69196
H -4.88573 -0.07083 -1.14484
N 2.46349 -1.15172 -0.16464
H -3.74122 -2.47182 -0.15112
C 1.12777 -0.68923 -0.33438
H -2.35702 -0.42687 -0.55592
H 2.09674 2.39114 -0.27522
C -1.31714 2.05286 0.40650
H -5.68656 -2.23262 0.08642
N 1.13258 0.61228 -0.41887
H -3.18254 2.09938 1.06416
C -2.73498 1.63891 0.11159
C -4.54850 -0.45925 -0.22434
H 2.34996 -2.15408 0.34688
H 4.29600 1.66172 -0.27949
C 3.60071 -0.48348 0.13653
C -3.10185 0.20103 0.04326
```

Output
**Energy above the lowest of the compared OMol25 structures with the same formula, charge and spin**: 592.7 kJ/mol